Record 1
Entry from OMol25: 2 unconnected molecules or ions with the total composition C3H5FO2 in a non-equilibrium geometry (ωB97M-V with the def2-TZVPD basis set).

Results
* multiplicity: 1
* frontier orbital gap: 7.71 eV
* max |F|: 5.48 eV/Å
* HOMO level: -0.3205 hartree
* LUMO energy: -1.01 eV
* relative energy (zero: lowest compared OMol25 entry of this formula, charge and spin): 133.8 kcal per mole
* electronic energy: -9998.6624 eV

Last column: Mulliken charge in e.
Geometry (Å):
C: -1.299 1.113 1.389  -0.281
C: -0.356 0.651 0.479  0.794
C: 0.557 -0.719 -1.053  -0.803
O: -0.750 -0.202 1.387  -0.260
O: -0.043 0.482 -0.700  -0.192
F: 2.329 0.242 0.818  -0.810
H: -1.207 1.952 2.134  0.277
H: -2.406 1.072 1.088  0.211
H: 0.654 -0.812 -2.115  0.247
H: 0.223 -1.513 -0.412  0.358
H: 1.509 -0.618 -0.621  0.458

Record 2
Entry from OMol25: a molecular structure, C3H5FO2P in a non-equilibrium geometry (ωB97M-V with the def2-TZVPD basis set).

Results
* multiplicity: 1
* charge: -1
* frontier orbital gap: 7.37 eV
* max |F|: 4.30 eV/Å
* HOMO level: -0.1162 hartree
* LUMO energy: 4.21 eV
* relative energy (zero: lowest compared OMol25 entry of this formula, charge and spin): 80.7 kcal per mole
* electronic energy: -19293.2120 eV

Last column: Mulliken charge in e.
Geometry (Å):
C: 2.610 0.421 0.271  0.652
C: 0.044 1.164 -0.510  -1.102
C: 0.679 -0.052 0.267  0.322
O: 3.213 -0.648 0.433  -0.656
O: 2.800 1.601 0.199  -0.603
F: 0.249 0.147 1.582  -0.345
P: 0.260 -1.812 -0.102  -0.118
H: 0.791 1.760 -0.978  0.297
H: -0.488 1.825 0.184  0.251
H: -0.713 0.938 -1.270  0.321
H: 1.257 -2.345 0.713  0.013
H: 0.616 -2.091 -1.385  -0.033

Record 3
Entry from OMol25: a single C3H5FOS molecule in a non-equilibrium geometry (ωB97M-V with the def2-TZVPD basis set).

Results
* multiplicity: 1
* frontier orbital gap: 9.33 eV
* max |F|: 3.46 eV/Å
* SMILES: C[C@H](F)C(O)=S
* HOMO level: -0.3305 hartree
* LUMO energy: 0.33 eV
* relative energy (zero: lowest compared OMol25 entry of this formula, charge and spin): 11.8 kcal per mole
* electronic energy: -18791.3918 eV

Last column: Mulliken charge in e.
Geometry (Å):
C: -1.031 -0.032 0.732  -1.023
C: -0.260 -0.376 -0.480  0.182
F: -0.328 -1.784 -0.741  -0.315
C: 1.275 -0.062 -0.296  0.242
O: 1.503 1.213 -0.584  -0.417
S: 2.474 -0.997 0.202  -0.275
H: -0.934 -0.748 1.528  0.352
H: -2.103 0.215 0.590  0.302
H: -0.651 0.876 1.129  0.329
H: -0.614 0.022 -1.465  0.266
H: 0.668 1.673 -0.616  0.357

Record 4
Entry from OMol25: a molecular structure, C3H5FS in a non-equilibrium geometry (ωB97M-V with the def2-TZVPD basis set).

Results
* multiplicity: 1
* frontier orbital gap: 9.20 eV
* max |F|: 7.59 eV/Å
* HOMO level: -0.3413 hartree
* LUMO energy: -0.09 eV
* relative energy (zero: lowest compared OMol25 entry of this formula, charge and spin): 84.9 kcal per mole
* electronic energy: -16740.4920 eV

Last column: Mulliken charge in e.
Geometry (Å):
C: 0.480 -0.778 -0.138  -0.457
C: 0.538 0.587 -0.019  0.074
C: 0.209 1.238 1.053  -0.128
H: -0.466 -2.459 -2.517  0.116
H: 1.534 -1.409 -0.282  0.289
H: 0.001 -1.143 0.846  0.156
H: 0.968 1.479 -0.832  0.176
H: -0.260 1.007 2.089  0.285
F: 0.543 2.606 1.160  -0.260
S: -0.876 -1.700 -0.945  -0.252

Record 5
Entry from OMol25: a molecular structure, C3H5HgO3 in a non-equilibrium geometry (ωB97M-V with the def2-TZVPD basis set).

Results
* multiplicity: 1
* charge: +1
* frontier orbital gap (alpha / beta): 7.01 / 5.64 eV
* max |F|: 8.01 eV/Å
* HOMO level (alpha / beta): -0.5169 / -0.4780 hartree
* LUMO energy (alpha / beta): -7.05 / -7.36 eV
* relative energy (zero: lowest compared OMol25 entry of this formula, charge and spin): 69.7 kcal per mole
* electronic energy: -13495.3017 eV

Last column: Mulliken charge in e.
Geometry (Å):
H: 0.796 2.631 -1.230  0.360
O: 1.286 -0.170 -0.353  -0.168
C: 0.869 0.902 0.335  0.195
C: 0.254 -1.166 -0.479  -0.288
O: 0.150 1.988 -0.929  -0.596
O: -0.237 0.421 1.124  -0.381
C: -0.532 -0.960 0.800  -0.227
Hg: -1.193 2.141 0.355  1.027
H: 0.732 -2.147 -0.549  0.309
H: -0.340 -0.977 -1.383  0.245
H: -0.171 -1.584 1.626  0.253
H: -1.614 -1.077 0.682  0.273

Record 6
Entry from OMol25: a single C3H5I molecule in a non-equilibrium geometry (ωB97M-V with the def2-TZVPD basis set).

Results
* multiplicity: 3
* frontier orbital gap (alpha / beta): 6.62 / 8.70 eV
* max |F|: 4.03 eV/Å
* HOMO level (alpha / beta): -0.2238 / -0.3590 hartree
* LUMO energy (alpha / beta): 0.53 / -1.07 eV
* relative energy (zero: lowest compared OMol25 entry of this formula, charge and spin): 0.0 kcal per mole
* electronic energy: -11287.8728 eV

Last column: Mulliken charge in e.
Geometry (Å):
C: 0.048 -0.208 -0.707  -0.139
C: 0.005 -0.454 0.760  -0.865
C: -0.848 0.974 -0.475  -0.760
I: -2.936 0.821 -0.453  0.074
H: 1.026 0.060 -1.104  0.237
H: -0.394 -0.990 -1.316  0.261
H: -0.787 -1.046 1.175  0.366
H: 0.700 0.034 1.412  0.340
H: -0.456 1.910 -0.127  0.486

Record 7
Entry from OMol25: a molecular structure, C3H5I2NO2 in a non-equilibrium geometry (ωB97M-V with the def2-TZVPD basis set).

Results
* multiplicity: 1
* frontier orbital gap: 9.32 eV
* max |F|: 3.70 eV/Å
* HOMO level: -0.3456 hartree
* LUMO energy: -0.09 eV
* relative energy (zero: lowest compared OMol25 entry of this formula, charge and spin): 25.2 kcal per mole
* electronic energy: -24977.0569 eV

Last column: Mulliken charge in e.
Geometry (Å):
C: 1.217 2.098 1.547  0.682
C: 0.350 -0.643 0.739  -0.340
C: 2.037 0.945 0.955  0.088
N: 1.701 -0.215 0.590  -0.380
O: 0.220 2.145 2.166  -0.457
O: 1.967 3.238 1.261  -0.436
I: 0.017 -4.235 -1.716  -0.110
I: 4.102 1.223 0.647  0.053
H: 0.086 -1.572 0.099  -0.091
H: 0.513 -1.014 1.800  0.312
H: -0.439 0.121 0.645  0.253
H: 1.526 -3.852 -1.878  0.109
H: 1.507 4.008 1.566  0.317

Record 8
Entry from OMol25: a gas-phase ion, C3H5IN3 (charge +1) in a non-equilibrium geometry (ωB97M-V with the def2-TZVPD basis set).

Results
* multiplicity: 3
* charge: +1
* frontier orbital gap (alpha / beta): 7.90 / 7.48 eV
* max |F|: 4.46 eV/Å
* HOMO level (alpha / beta): -0.4188 / -0.5225 hartree
* LUMO energy (alpha / beta): -3.50 / -6.74 eV
* relative energy (zero: lowest compared OMol25 entry of this formula, charge and spin): 24.1 kcal per mole
* electronic energy: -15751.6777 eV

Last column: Mulliken charge in e.
Geometry (Å):
C: 1.037 0.049 -0.739  0.016
C: -1.335 -0.108 -0.682  0.040
C: -0.073 0.200 1.454  -0.236
N: -1.275 -0.025 0.828  -0.289
N: -0.147 -0.086 -1.391  -0.082
N: 1.152 0.150 0.560  -0.157
I: -3.033 -0.616 -1.631  0.276
H: 2.056 -0.070 -1.345  0.338
H: 0.151 1.266 1.856  0.318
H: -0.150 -0.493 2.278  0.346
H: -0.361 -0.404 -2.310  0.209
H: 1.976 0.136 1.124  0.220

Record 9
Entry from OMol25: 2 unconnected molecules or ions with the total composition C3H5IO in a non-equilibrium geometry (ωB97M-V with the def2-TZVPD basis set).

Results
* multiplicity: 1
* frontier orbital gap (alpha / beta): 5.63 / 5.65 eV
* max |F|: 3.78 eV/Å
* HOMO level (alpha / beta): -0.2952 / -0.2959 hartree
* LUMO energy (alpha / beta): -2.40 / -2.40 eV
* relative energy (zero: lowest compared OMol25 entry of this formula, charge and spin): 109.1 kcal per mole
* electronic energy: -13334.6421 eV

Last column: Mulliken charge in e.
Geometry (Å):
C: 0.494 1.102 1.066  -0.694
C: -0.443 0.166 0.681  0.090
C: -0.154 -1.101 0.145  -0.451
O: -0.042 -0.333 -2.517  -0.714
I: 1.567 -2.090 0.032  0.311
H: 0.149 1.837 1.670  0.304
H: 1.609 1.066 0.909  0.253
H: -1.512 0.487 0.773  0.271
H: -1.025 -1.564 -0.248  0.402
H: -0.644 0.430 -2.511  0.227

Record 10
Entry from OMol25: a single C3H5IO molecule in a non-equilibrium geometry (ωB97M-V with the def2-TZVPD basis set).

Results
* multiplicity: 1
* frontier orbital gap (alpha / beta): 7.55 / 7.55 eV
* max |F|: 4.58 eV/Å
* HOMO level (alpha / beta): -0.2804 / -0.2803 hartree
* LUMO energy (alpha / beta): -0.08 / -0.08 eV
* relative energy (zero: lowest compared OMol25 entry of this formula, charge and spin): 89.6 kcal per mole
* electronic energy: -13335.4879 eV

Last column: Mulliken charge in e.
Geometry (Å):
C: -1.075 0.426 0.289  0.469
C: -1.860 -0.725 0.078  -0.995
C: 2.864 1.063 0.236  -0.760
O: -1.232 1.514 0.641  -0.361
I: 1.241 -0.101 -0.215  0.259
H: -1.445 -1.524 0.638  0.367
H: -2.926 -0.824 0.359  0.325
H: -1.742 -1.202 -0.956  0.321
H: 2.916 1.267 1.388  0.186
H: 2.627 2.173 0.030  0.189